# 1
# C2H3NO2

The molecule C2H3NO2 in a non-equilibrium geometry (the ωB97M-V functional and the def2-TZVPD basis, the Open Molecules 2025 dataset).

XYZ file:
```
8
Properties=species:S:1:pos:R:3
C 0.8824 -0.0255 0.1000
C -0.5435 -0.3216 0.6140
N 0.6127 1.2647 0.0053
O 1.7626 -0.7884 -0.1831
O -1.4644 -0.7782 -0.1996
H -0.9379 0.2515 1.4453
H 0.7767 1.7270 -0.8726
H -1.0886 -1.3295 -0.9093
```

For the lowest unoccupied orbital energy, the calculation gives -0.005 Ha. The HOMO energy comes out at -9.600 eV. The calculation puts the HOMO-LUMO gap at 9.47 eV. As for the relative energy (zero: lowest compared OMol25 entry of this formula, charge and spin): 269.67 kJ/mol. Its multiplicity is 1.

---

# 2
# C3H9NO2S

A cluster of 2 separate species, C3H9NO2S in total in a non-equilibrium geometry (the ωB97M-V functional and the def2-TZVPD basis, the Open Molecules 2025 dataset).

XYZ file:
```
16
Properties=species:S:1:pos:R:3
C 0.6142 0.9093 0.5546
C 0.1030 2.1599 -0.1930
S 1.3934 3.4222 -0.1517
N -0.3079 -0.2223 0.5273
C -0.1120 -1.6943 0.7233
O -0.9647 -2.5229 0.0633
H 0.8363 1.0657 1.6341
H 1.5901 0.5954 0.1563
H -0.0864 1.8881 -1.2411
H -0.6945 2.5417 0.4596
H -1.0989 0.0411 1.1058
H 0.8909 -1.9370 0.3119
H 0.0366 -2.0609 1.7839
H -0.8268 -2.0270 -1.4687
H -0.4791 -0.6930 -1.9430
O -0.8941 -1.4661 -2.3224
```

For the lowest unoccupied orbital energy (alpha / beta), the calculation gives 0.108 / 0.022 Ha. The HOMO energy (alpha / beta) comes out at -3.172 / -3.165 eV. The calculation puts the HOMO-LUMO gap (alpha / beta) at 6.11 / 3.77 eV. As for the relative energy (zero: lowest compared OMol25 entry of this formula, charge and spin): 178.69 kJ/mol. The net charge is -1. Its multiplicity is 2.

---

# 3
# C4H9N3S

The molecule C4H9N3S in a non-equilibrium geometry (the ωB97M-V functional and the def2-TZVPD basis, the Open Molecules 2025 dataset).

XYZ file:
```
17
Properties=species:S:1:pos:R:3
C -1.7144 -0.9431 -0.3872
C -0.9025 0.3407 -0.8453
C -0.2451 1.1503 0.2748
C 2.3121 -0.6609 0.2114
H -2.6631 -0.7351 0.1101
H -1.8005 -1.6326 -1.3733
H -1.1302 -1.5665 0.3643
H -1.5186 0.9130 -1.6267
H -0.1507 -0.1386 -1.5352
H -0.9404 2.7974 -0.3085
H 1.1398 1.0432 1.7016
H 0.8893 -1.6668 1.3025
H 2.7383 -1.6265 0.1860
N -0.4015 2.4403 0.4589
N 0.4797 0.3707 1.2672
N 1.0655 -0.7689 0.7834
S 2.8424 0.6834 -0.5838
```

For the lowest unoccupied orbital energy, the calculation gives 0.010 Ha. The HOMO energy comes out at -8.847 eV. The SMILES is [H]/N=C(\CC)NNC=S. The calculation puts the HOMO-LUMO gap at 9.12 eV. As for the relative energy (zero: lowest compared OMol25 entry of this formula, charge and spin): 200.15 kJ/mol. Its multiplicity is 1.

---

# 4
# C5H9N

A cluster of 2 separate species, C5H9N in total (the ωB97M-V functional and the def2-TZVPD basis, the Open Molecules 2025 dataset).

XYZ file:
```
15
Properties=species:S:1:pos:R:3
C -0.6779 1.1051 0.6182
C -2.1593 -0.6139 -0.3783
C -1.1307 -0.3072 0.4024
N 1.1651 -0.7849 -1.1432
C 2.0792 -0.7465 0.0705
C 1.7793 0.2788 -0.9030
H -1.1618 1.7701 -0.1050
H -0.9527 1.4248 1.6284
H -2.5627 -1.6191 -0.4342
H -2.6390 0.1519 -0.9849
H -0.6250 -1.0944 0.9644
H 1.6084 -0.7535 1.0576
H 2.9917 -1.3307 -0.0116
H 1.8810 1.2792 -1.3076
H 0.4042 1.2404 0.5263
```

For the lowest unoccupied orbital energy, the calculation gives 0.042 Ha. The HOMO energy comes out at -9.398 eV. The SMILES is C1=NC1.C=CC. The calculation puts the HOMO-LUMO gap at 10.54 eV. As for the relative energy (zero: lowest compared OMol25 entry of this formula, charge and spin): 314.07 kJ/mol. Its multiplicity is 1.

---

# 5
# C13H17N2

The ion C13H17N2 with charge +1 in a non-equilibrium geometry (the ωB97M-V functional and the def2-TZVPD basis, the Open Molecules 2025 dataset).

XYZ file:
```
32
Properties=species:S:1:pos:R:3
C -4.4676 0.1754 0.6122
C -3.8177 -0.2293 -0.5466
C -3.7629 1.0140 1.4612
C -2.4137 -0.1008 -0.7413
C -2.3763 1.2498 1.2450
C -1.5947 0.6192 0.1773
C 2.0198 2.1783 0.4840
C 0.5253 1.9740 0.5090
C 2.7968 1.0845 0.5084
C -0.1365 0.9447 0.0770
C 2.3064 -0.3244 0.3795
C 1.2258 -0.5116 -0.5786
C 0.7814 -1.9265 -1.0789
N 2.0689 -0.8678 1.7236
N 1.7412 0.1911 -1.8743
H -5.5866 0.0144 0.6939
H -4.4669 -0.8599 -1.1710
H -4.0449 1.5640 2.3865
H -1.9768 -0.3984 -1.6443
H -1.8350 1.7898 2.0271
H 2.3129 3.1774 0.7742
H -0.0159 2.8514 0.7910
H 3.8310 1.1392 0.8554
H 3.2372 -0.8109 -0.0013
H 0.2917 -2.4097 -0.2234
H 1.5127 -2.7307 -1.3268
H -0.0242 -1.8147 -1.7793
H 1.4212 -0.1609 2.0907
H 1.4967 -1.7035 1.5226
H 1.4326 1.2646 -1.8551
H 1.1542 -0.1985 -2.5811
H 2.7244 -0.0260 -1.9915
```

For the lowest unoccupied orbital energy, the calculation gives -0.128 Ha. The HOMO energy comes out at -11.998 eV. The calculation puts the HOMO-LUMO gap at 8.52 eV. As for the relative energy (zero: lowest compared OMol25 entry of this formula, charge and spin): 560.80 kJ/mol. The net charge is +1. Its multiplicity is 1.

---

# 6
# C9H11N2O3P

A cluster of 2 separate species, C9H11N2O3P in total in a non-equilibrium geometry (the ωB97M-V functional and the def2-TZVPD basis, the Open Molecules 2025 dataset).

XYZ file:
```
26
Properties=species:S:1:pos:R:3
C 1.7538 -2.6663 -1.4765
C 2.9452 -2.2160 -1.8539
C 0.5754 -1.8592 -1.8339
C 3.0016 -1.1272 -2.7666
C 0.6297 -0.6627 -2.4192
C 1.8986 -0.3356 -2.9304
C -3.0007 3.0944 2.6109
C -2.9197 1.8498 2.9463
C -0.6331 0.1544 -2.6981
N -0.3421 0.2023 0.0070
N 2.0257 0.8654 -3.7609
O 1.4036 1.8356 -3.4285
O 2.7545 0.8035 -4.7150
O -1.7680 -0.2202 -1.9652
P -1.8140 -0.1271 -0.3861
H 1.5685 -3.5586 -0.7993
H 3.8093 -2.8604 -1.7263
H -0.3806 -2.0436 -1.4836
H 3.7487 -0.8602 -3.3898
H -3.4623 3.8878 3.1884
H -2.4327 3.3477 1.7174
H -3.3473 1.5311 3.8758
H -0.5128 1.1871 -2.4494
H -0.8164 0.0305 -3.7371
H -2.3381 1.3364 2.1554
H -0.2662 -0.0213 0.9821
```

For the lowest unoccupied orbital energy, the calculation gives -0.005 Ha. The HOMO energy comes out at -9.460 eV. The SMILES is [H]/N=P/OCc1ccccc1[N+](=O)[O-].C=C. The calculation puts the HOMO-LUMO gap at 9.33 eV. As for the relative energy (zero: lowest compared OMol25 entry of this formula, charge and spin): 310.81 kJ/mol. Its multiplicity is 1.

---

# 7
# C3H5F6NO4S2V

A structure of composition C3H5F6NO4S2V in a non-equilibrium geometry (the ωB97M-V functional and the def2-TZVPD basis, the Open Molecules 2025 dataset).

XYZ file:
```
22
Properties=species:S:1:pos:R:3
V -0.3551 -0.1124 -0.8009
C 0.8754 -0.1352 -2.5206
H 1.9386 -0.0579 -2.2203
H 0.5324 -1.1351 -2.8834
H 0.4357 0.7112 -3.0953
H -1.8779 0.1257 -1.8285
H -2.2267 0.3358 -1.1910
F 0.8765 -3.6862 2.5553
C 0.9168 -2.4315 3.0558
F 0.4693 -2.4374 4.3279
F 2.1882 -1.9742 3.0297
S -0.1691 -1.3854 1.9730
O 0.4824 -1.4549 0.6349
O -1.5259 -1.8425 2.0858
N 0.1778 -0.0460 2.7806
S -0.0947 1.3322 1.9593
O 0.5096 1.2654 0.5963
O -1.4281 1.8806 2.0835
C 0.9478 2.3569 3.1343
F 0.3558 2.3173 4.3490
F 2.2162 1.9188 3.2438
F 0.9504 3.6290 2.6809
```

For the lowest unoccupied orbital energy (alpha / beta), the calculation gives -0.514 / -0.469 Ha. The HOMO energy (alpha / beta) comes out at -18.788 / -19.055 eV. The calculation puts the HOMO-LUMO gap (alpha / beta) at 4.81 / 6.28 eV. As for the relative energy (zero: lowest compared OMol25 entry of this formula, charge and spin): 0.00 kJ/mol. The net charge is +2. Its multiplicity is 2.

---

# 8
# C20H35ClN5O4Pd

A structure of composition C20H35ClN5O4Pd in a non-equilibrium geometry (the ωB97M-V functional and the def2-TZVPD basis, the Open Molecules 2025 dataset).

XYZ file:
```
66
Properties=species:S:1:pos:R:3
Pd -1.1828 3.3903 1.7314
Cl 0.3286 -0.1086 1.2706
O -0.6549 -0.7850 2.0359
O -0.1439 1.2277 0.9272
O 1.5129 0.0032 2.0783
O 0.5922 -0.8223 0.0765
C 3.5330 -3.7790 -2.3893
C 2.0679 -3.9769 -2.1036
C 1.2656 -2.6697 -2.4822
C 1.3713 -2.4162 -3.9242
N 1.4739 -2.1935 -5.0408
H 3.8081 -3.0541 -3.1554
H 4.0510 -4.6993 -2.6589
H 4.0466 -3.4368 -1.4909
H 1.8547 -4.2728 -1.0764
H 1.7933 -4.8110 -2.7494
H 1.6152 -1.7459 -2.0213
H 0.2011 -2.7015 -2.2502
C -4.0862 -1.1747 -0.3296
C -4.1967 -1.2968 1.1885
C -4.4644 -0.0875 2.1269
C -3.7041 1.1350 1.7961
N -3.0557 2.1146 1.5834
H -3.1445 -0.8089 -0.7387
H -4.8385 -0.4808 -0.7047
H -4.1802 -2.1465 -0.8141
H -3.3512 -1.9367 1.4411
H -5.0055 -1.9509 1.5142
H -4.1180 -0.4546 3.0930
H -5.5189 0.1850 2.1714
C -0.7644 -0.9321 6.2520
C 0.6024 -0.5106 5.7366
C 0.8980 0.9417 5.5707
C -0.0135 1.6397 4.6551
N -0.6839 2.1426 3.8193
H -1.5327 -1.0138 5.4831
H -1.1668 -0.2541 7.0046
H -0.6265 -1.9334 6.6601
H 0.7395 -0.7891 4.6917
H 1.3056 -0.8296 6.5058
H 1.9643 1.0308 5.3626
H 0.7268 1.4949 6.4941
C 2.1572 2.0854 -1.6967
C 3.0142 3.2122 -1.1962
C 3.3173 3.2957 0.3306
C 2.0226 3.5553 1.0827
N 1.0298 3.7644 1.7058
H 1.1109 2.2997 -1.4790
H 2.4308 1.2173 -1.0969
H 2.3596 1.8079 -2.7312
H 2.6408 4.1625 -1.5778
H 3.9156 3.0839 -1.7955
H 3.9988 4.1247 0.5216
H 3.6451 2.3160 0.6783
C -1.0327 0.9835 -5.5322
C -0.1640 1.1007 -4.2337
C -0.9131 0.6634 -2.9386
C -1.5984 -0.7045 -3.0486
N -2.1959 -1.7034 -3.0907
H -1.8484 1.6916 -5.6779
H -1.5361 0.0196 -5.6063
H -0.4734 1.0958 -6.4611
H 0.0675 2.1623 -4.1472
H 0.6782 0.4603 -4.4959
H -1.7451 1.3380 -2.7369
H -0.1999 0.7350 -2.1174
```

For the lowest unoccupied orbital energy (alpha / beta), the calculation gives 0.019 / -0.095 Ha. The HOMO energy (alpha / beta) comes out at -5.576 / -9.996 eV. The calculation puts the HOMO-LUMO gap (alpha / beta) at 6.09 / 7.40 eV. Its multiplicity is 4.

---

no.,E_tot (eV)
1,-7705.0480
2,-19675.5245
3,-19597.5618
4,-6817.7398
5,-16726.4422
6,-27917.6225
7,-76507.6675
8,-52936.3215